No. 1
Formula: C5H11NO
Source: the OMol25 dataset
Level of theory: the ωB97M-V functional and the def2-TZVPD basis

energy above the lowest of the compared OMol25 structures with the same formula, charge and spin: 161.7 kJ/mol
Kohn-Sham gap (alpha / beta): 2.66 / 7.33 eV
largest force on an atom: 3.121 eV Å⁻¹
DFT total energy: -8898.4865 eV

```
! wB97M-V def2-TZVPD RIJCOSX def2/J DEFGRID3
* xyz -1 2
O 0.46 1.93 1.86
N 1.84 0.68 0.42
C 0.92 1.02 -0.71
C -0.54 0.65 -0.53
C -0.74 -0.79 0.16
C -1.62 -1.72 -0.70
C 1.40 1.11 1.80
H -1.08 1.37 0.10
H 2.20 -0.27 0.48
H -1.14 0.54 -1.43
H -1.16 -1.70 -1.70
H 0.92 2.12 -0.72
H 1.97 0.59 2.59
H 1.52 0.54 -1.50
H -2.58 -1.25 -0.98
H -1.76 -2.76 -0.41
H -0.93 -0.84 1.23
H 0.31 -1.22 0.05
*
```

No. 2
Formula: C5H11NO
Source: the OMol25 dataset
Level of theory: the ωB97M-V functional and the def2-TZVPD basis

energy above the lowest of the compared OMol25 structures with the same formula, charge and spin: 132.7 kJ/mol
Kohn-Sham gap (alpha / beta): 3.55 / 6.81 eV
largest force on an atom: 2.553 eV Å⁻¹
DFT total energy: -8898.7863 eV

```
! wB97M-V def2-TZVPD RIJCOSX def2/J DEFGRID3
* xyz -1 2
O -2.93 1.00 -0.39
N 1.64 0.93 2.16
C 0.25 -0.36 0.54
C -1.12 0.02 -1.62
C -2.42 -0.10 -0.85
C 0.16 -0.64 -0.97
C 1.64 0.19 0.93
H 0.08 -1.26 1.15
H 2.28 -0.71 1.01
H 2.39 1.43 2.58
H 1.06 -0.44 -1.55
H 0.73 1.11 2.54
H 1.94 0.78 0.05
H 0.00 -1.74 -1.09
H -0.54 0.34 0.87
H -1.30 -0.58 -2.53
H -0.75 1.00 -1.93
H -3.12 -0.95 -0.90
*
```

Look up the largest force on an atom of the first one. 3.121 eV Å⁻¹

Please write out number 1 again, unchanged.
Formula: C5H11NO
Source: the OMol25 dataset
Level of theory: the ωB97M-V functional and the def2-TZVPD basis

energy above the lowest of the compared OMol25 structures with the same formula, charge and spin: 161.7 kJ/mol
Kohn-Sham gap (alpha / beta): 2.66 / 7.33 eV
largest force on an atom: 3.121 eV Å⁻¹
DFT total energy: -8898.4865 eV

```
! wB97M-V def2-TZVPD RIJCOSX def2/J DEFGRID3
* xyz -1 2
O 0.46 1.93 1.86
N 1.84 0.68 0.42
C 0.92 1.02 -0.71
C -0.54 0.65 -0.53
C -0.74 -0.79 0.16
C -1.62 -1.72 -0.70
C 1.40 1.11 1.80
H -1.08 1.37 0.10
H 2.20 -0.27 0.48
H -1.14 0.54 -1.43
H -1.16 -1.70 -1.70
H 0.92 2.12 -0.72
H 1.97 0.59 2.59
H 1.52 0.54 -1.50
H -2.58 -1.25 -0.98
H -1.76 -2.76 -0.41
H -0.93 -0.84 1.23
H 0.31 -1.22 0.05
*
```